Record 1
The following is a DFT calculation (wB97M-V/def2-TZVPD) of a structure of composition C21H21N3O4S.

```
50
Properties=species:S:1:pos:R:3:mulliken_charge:R:1
C -4.737 -4.185 -1.659 -1.17
C -4.540 -2.952 -0.914 0.97
C -5.208 -1.691 -1.285 -0.82
C -5.212 -0.680 -0.502 -0.71
C -4.456 -0.813 0.520 0.59
C -3.844 -1.887 1.086 1.40
C -4.003 -3.053 0.406 -1.63
H -3.398 -3.802 0.395 0.44
C -2.962 -1.799 2.156 -1.49
H -2.331 -2.813 2.294 0.28
H -3.558 -1.522 3.181 0.26
H -2.287 -0.916 2.108 0.43
N -4.439 0.320 1.385 -0.39
H -3.867 0.434 2.355 0.38
C -4.151 1.763 0.780 -0.90
C -2.742 1.911 0.829 0.62
N -1.699 1.101 1.325 -0.36
N -0.590 1.681 0.901 -0.30
C -0.736 2.794 -0.077 0.76
S 0.239 3.713 -0.772 -0.38
C 1.696 2.654 -0.632 -1.02
C 1.468 1.370 -1.006 0.74
O 0.663 1.136 -1.848 -0.55
C 2.552 0.334 -0.625 0.44
C 3.759 0.769 -0.314 -0.40
C 4.780 -0.358 0.210 0.40
C 4.516 -1.878 -0.236 0.64
C 3.381 -1.850 -0.964 -0.54
C 2.333 -1.074 -1.098 -1.17
H 1.547 -1.312 -1.684 0.60
H 3.218 -2.920 -1.304 0.21
O 5.394 -2.700 -0.148 -0.43
C 6.711 -2.159 0.437 -0.17
C 6.469 -1.258 1.469 -0.83
H 7.417 -0.817 1.851 0.37
O 5.837 0.178 0.996 -0.47
H 5.955 -1.551 2.160 0.56
H 7.220 -3.043 1.070 0.25
H 7.212 -1.723 -0.414 0.35
H 3.848 1.724 0.376 0.12
H 1.938 2.511 0.699 0.35
H 2.448 3.260 -0.744 0.75
O -2.267 2.840 -0.107 -0.36
H -4.544 2.436 1.600 0.28
H -4.748 1.957 -0.127 0.26
H -5.665 0.172 -0.767 0.60
H -5.900 -1.871 -2.103 0.21
H -4.923 -5.188 -1.088 0.30
H -3.800 -4.307 -2.318 0.26
H -5.666 -4.006 -2.476 0.24
```

HOMO-LUMO gap = 0.2733 Ha
Highest occupied orbital energy = -0.26334 Ha
Total charge = 0
ΔE to the lowest compared entry with this formula, charge and spin = 1783.9 kJ/mol

Record 2
The following is a DFT calculation (wB97M-V/def2-TZVPD) of a cluster of 11 separate species, C21H22BrCl40N5PS in total.

```
91
Properties=species:S:1:pos:R:3:mulliken_charge:R:1
C 2.432 0.026 0.777 -1.19
C 1.300 0.363 -0.200 0.76
C 1.578 -0.256 -1.589 -1.50
C 0.408 -0.288 -2.513 0.53
N -0.214 -1.399 -2.697 -0.63
C -1.188 -1.111 -3.555 0.61
N -1.972 -2.096 -3.964 -0.20
C -3.059 -2.112 -4.922 -1.12
C -4.427 -1.691 -4.392 0.88
C -4.681 -1.826 -2.924 -1.35
N -5.326 -1.292 -5.141 -0.62
N -1.222 0.160 -3.894 0.33
C -2.031 1.037 -4.713 -1.01
C -2.746 2.161 -3.919 0.12
C -2.783 3.450 -4.759 -1.16
Br -4.597 1.720 -3.488 -0.07
N -0.142 0.680 -3.222 -0.16
P 0.516 2.289 -3.218 0.23
S 1.313 2.741 -4.919 -0.31
H 3.259 0.722 0.707 0.37
H 2.020 0.133 1.778 0.07
H 2.763 -0.992 0.634 0.39
H 0.381 -0.043 0.212 0.53
H 1.196 1.435 -0.232 -0.48
H 1.984 -1.247 -1.474 0.57
H 2.373 0.339 -2.034 0.41
H -1.761 -2.980 -3.538 0.27
H -2.802 -1.595 -5.838 0.56
H -3.187 -3.146 -5.225 0.44
H -5.567 -1.286 -2.634 0.34
H -4.888 -2.880 -2.736 0.42
H -3.800 -1.571 -2.350 0.31
H -4.997 -1.262 -6.109 0.25
H -1.357 1.562 -5.383 0.34
H -2.773 0.567 -5.338 0.43
H -2.264 2.331 -2.971 0.37
H -1.965 3.509 -5.467 0.41
H -2.796 4.279 -4.066 0.14
H -3.731 3.504 -5.272 0.48
H 1.547 2.279 -2.266 0.21
H -0.398 3.268 -2.788 0.03
C -0.077 4.138 1.938 0.28
Cl -0.895 5.693 1.821 -0.10
Cl -0.141 3.338 0.347 -0.01
Cl 1.605 4.378 2.403 -0.10
Cl -0.878 3.123 3.136 -0.06
C 3.525 -1.052 4.737 0.18
Cl 2.147 0.031 4.449 -0.08
Cl 4.998 -0.300 4.118 -0.11
Cl 3.694 -1.359 6.460 -0.03
Cl 3.247 -2.584 3.902 -0.03
C -2.412 7.201 -2.304 0.18
Cl -4.139 6.833 -2.323 -0.09
Cl -1.779 7.142 -3.953 -0.02
Cl -2.158 8.811 -1.635 -0.10
Cl -1.568 6.007 -1.302 0.04
C 4.150 -6.446 2.026 0.26
Cl 5.229 -6.536 0.635 -0.04
Cl 2.985 -7.770 1.952 -0.03
Cl 5.087 -6.562 3.516 -0.10
Cl 3.282 -4.901 1.994 -0.06
C -0.989 3.598 7.305 0.31
Cl -1.951 2.985 8.652 -0.09
Cl 0.351 4.553 7.941 -0.09
Cl -0.335 2.253 6.357 -0.02
Cl -2.002 4.613 6.269 -0.11
C -1.094 -8.887 2.107 0.33
Cl -0.743 -9.180 0.398 -0.09
Cl -0.656 -7.224 2.517 -0.06
Cl -2.816 -9.136 2.407 -0.10
Cl -0.153 -10.001 3.100 -0.08
C 6.109 -2.627 9.984 0.32
Cl 5.936 -4.259 10.633 -0.10
Cl 4.518 -2.006 9.522 0.00
Cl 6.815 -1.574 11.212 -0.10
Cl 7.158 -2.664 8.562 -0.11
C 4.120 -6.868 -3.264 0.31
Cl 3.408 -5.246 -3.308 -0.08
Cl 3.830 -7.678 -4.805 -0.10
Cl 5.859 -6.735 -2.986 -0.09
Cl 3.384 -7.796 -1.958 -0.04
C 0.510 -0.291 10.073 0.31
Cl -1.034 -1.143 9.982 -0.11
Cl 0.210 1.413 10.437 -0.08
Cl 1.500 -1.000 11.350 -0.10
Cl 1.344 -0.447 8.522 0.00
C -3.051 9.360 -7.426 0.36
Cl -4.275 8.804 -8.570 -0.09
Cl -2.407 10.913 -7.958 -0.08
Cl -3.779 9.540 -5.826 -0.08
Cl -1.735 8.174 -7.352 -0.11
```

HOMO-LUMO gap = 0.3482 Ha
Highest occupied orbital energy = -0.45072 Ha
Total charge = +1

Record 3
The following is a DFT calculation (wB97M-V/def2-TZVPD) of a cluster of 3 separate species, C21H22F2IN6O2S in total.

```
55
Properties=species:S:1:pos:R:3:mulliken_charge:R:1
O 7.189 -1.657 -0.088 -0.41
C 6.156 -2.038 -0.575 -0.13
I 6.071 -3.922 -1.580 0.10
C 4.876 -1.185 -0.474 -0.13
C 5.006 -0.062 -1.419 0.46
N 6.143 0.378 -1.964 -0.07
N 5.856 1.350 -2.766 -0.82
N 4.586 1.526 -2.726 0.23
N 4.018 0.659 -1.884 0.48
C 2.562 0.617 -1.671 -0.80
C 2.165 0.359 -0.222 -0.74
C 0.886 1.144 0.118 -0.61
C -0.194 0.989 -0.952 -0.87
S -0.421 -0.732 -1.498 -0.19
C -2.118 -1.020 -1.369 0.40
N -3.053 -0.692 -2.166 -0.31
N -4.196 -1.186 -1.642 -0.33
C -3.896 -1.778 -0.558 -0.10
O -2.580 -1.711 -0.322 -0.26
H 4.001 -1.774 -0.704 0.49
H 4.871 -0.798 0.537 0.29
H 4.044 2.199 -3.253 0.28
H 2.123 -0.093 -2.361 0.29
H 2.190 1.592 -1.954 0.57
H 1.881 -0.680 -0.125 0.56
H 2.958 0.558 0.479 0.62
H 0.483 0.826 1.064 0.46
H 1.124 2.195 0.170 0.00
H 0.065 1.560 -1.833 0.40
H -1.117 1.416 -0.601 0.57
H -4.548 -2.276 0.119 0.57
F -6.237 -4.429 2.008 -0.34
C -7.228 -4.511 1.093 0.33
C -8.403 -3.822 1.311 -0.45
C -9.414 -3.904 0.363 -0.30
C -9.241 -4.675 -0.778 -0.50
C -8.053 -5.363 -0.976 -0.28
C -7.035 -5.279 -0.038 -0.38
H -8.522 -3.233 2.210 0.41
H -10.338 -3.366 0.518 0.36
H -10.033 -4.739 -1.511 0.37
H -7.917 -5.967 -1.862 0.36
H -6.098 -5.804 -0.177 0.43
F 2.808 2.398 1.870 -0.20
C 3.131 3.683 2.190 0.68
C 2.565 4.715 1.470 -0.31
C 2.895 6.021 1.802 -0.50
C 3.786 6.272 2.835 -0.58
C 4.345 5.217 3.543 -0.39
C 4.014 3.909 3.224 -0.59
H 1.874 4.500 0.665 0.33
H 2.455 6.842 1.254 0.36
H 4.042 7.291 3.090 0.38
H 5.040 5.412 4.348 0.37
H 4.432 3.073 3.769 0.41
```

HOMO-LUMO gap = 0.2347 Ha
Highest occupied orbital energy = -0.39215 Ha
Total charge = +1

Record 4
The following is a DFT calculation (wB97M-V/def2-TZVPD) of a structure of composition C21H22GeN7PdS.

```
53
Properties=species:S:1:pos:R:3:mulliken_charge:R:1
Pd 2.078 1.009 -0.021 -0.39
S 2.173 0.224 2.275 -0.24
C 0.755 -0.827 2.070 0.43
N 0.475 -1.493 3.163 -0.99
N -0.485 -2.436 3.224 0.13
C -1.644 -2.621 2.511 0.80
C -2.180 -3.914 2.447 -0.63
C -3.372 -4.146 1.793 -0.51
C -4.059 -3.096 1.202 -0.68
C -3.548 -1.809 1.285 -0.46
C -2.358 -1.561 1.938 -0.20
N 0.182 -0.997 0.895 0.03
N 0.646 -0.337 -0.150 -0.15
C 0.417 -0.877 -1.383 0.82
C -0.285 -2.087 -1.550 -0.15
C -0.472 -2.616 -2.806 -0.62
C 0.021 -1.973 -3.933 -0.51
C 0.724 -0.784 -3.783 -0.76
C 0.926 -0.238 -2.536 -0.48
H -0.217 -3.184 3.852 0.23
H -1.640 -4.734 2.904 0.32
H -3.761 -5.155 1.736 0.36
H -4.990 -3.282 0.684 0.39
H -4.086 -0.983 0.837 0.37
H -1.980 -0.555 2.019 0.59
H -0.655 -2.587 -0.670 0.39
H -1.001 -3.553 -2.908 0.38
H -0.132 -2.396 -4.916 0.37
H 1.127 -0.283 -4.653 0.38
H 1.506 0.687 -2.441 0.23
N 3.832 1.969 -0.242 -0.41
C 4.967 1.763 -0.432 0.60
C 6.292 1.550 -0.677 -0.12
C 7.182 2.600 -0.888 0.18
N 7.930 3.456 -1.077 -0.50
C 6.759 0.238 -0.755 0.15
N 7.153 -0.843 -0.827 -0.49
C -2.106 1.264 -0.645 -0.80
Ge -0.924 2.683 0.099 0.63
C -1.007 2.808 2.084 -1.19
C -1.775 4.380 -0.560 -1.30
C 0.938 2.703 -0.524 -1.07
H -3.140 1.514 -0.421 0.41
H -1.892 0.285 -0.237 -0.20
H -1.992 1.215 -1.725 0.39
H -2.037 2.815 2.431 0.35
H -0.536 3.736 2.399 0.39
H -0.480 1.984 2.556 0.31
H -2.806 4.436 -0.223 0.36
H -1.775 4.416 -1.645 0.38
H -1.253 5.257 -0.191 0.37
H 1.483 3.493 0.012 0.51
H 1.022 2.879 -1.598 0.58
```

Expectation value of S² = 2.05
2S+1 = 3
HOMO-LUMO gap (spin up / spin down) = 0.2376 / 0.2009 Ha
Highest occupied orbital energy (spin up / spin down) = -0.16377 / -0.17501 Ha
Total charge = -1
ΔE to the lowest compared entry with this formula, charge and spin = 79.1 kJ/mol

Record 5
The following is a DFT calculation (wB97M-V/def2-TZVPD) of a structure of composition C21H22MnN2O6S2.

```
54
Properties=species:S:1:pos:R:3:mulliken_charge:R:1
Mn -0.736 0.106 0.406 0.34
C -1.383 3.254 3.329 -1.36
C -2.177 2.568 4.282 -0.25
C -2.574 1.291 4.033 -1.09
C -2.199 0.646 2.821 0.63
N -1.365 1.302 1.929 -0.03
C -1.009 2.565 2.202 -0.14
C -2.662 -0.630 2.424 0.92
C -3.552 -1.425 3.195 -1.18
C -4.034 -2.594 2.686 -0.17
C -3.645 -3.006 1.397 -1.18
C -2.742 -2.221 0.717 0.06
N -2.233 -1.079 1.194 0.23
H -1.053 4.271 3.479 0.40
H -2.470 3.055 5.204 0.41
H -3.184 0.766 4.753 0.26
H -0.378 3.038 1.463 0.55
H -3.854 -1.097 4.179 0.26
H -4.715 -3.198 3.274 0.41
H -4.003 -3.922 0.954 0.40
H -2.383 -2.520 -0.255 0.44
O -0.210 -3.395 -0.666 -0.67
S -0.005 -2.388 -1.678 1.50
O -0.510 -2.695 -2.994 -0.82
O -0.428 -1.033 -1.261 -0.68
C 1.788 -2.325 -1.878 -0.03
C 2.258 -3.031 -2.979 -0.72
C 3.616 -3.195 -3.210 -0.56
C 4.533 -2.658 -2.327 -0.57
C 4.081 -1.941 -1.230 -0.71
C 2.721 -1.764 -1.001 0.11
S 2.357 -0.672 0.371 1.46
O 3.561 -0.571 1.141 -0.79
O 2.126 0.645 -0.381 -0.43
O 1.167 -1.085 1.077 -0.61
H 1.527 -3.453 -3.652 0.52
H 3.949 -3.748 -4.080 0.38
H 5.596 -2.783 -2.486 0.38
H 4.781 -1.501 -0.535 0.50
C 1.648 3.374 -1.537 -1.89
C 0.655 2.204 -1.534 2.46
C 0.895 1.365 -2.791 -1.69
C -0.770 2.763 -1.586 -1.74
C 0.778 1.392 -0.231 -0.60
H 1.556 3.975 -2.447 0.42
H 2.674 3.004 -1.478 0.33
H 1.477 4.030 -0.679 0.43
H 0.773 2.001 -3.674 0.50
H 0.188 0.542 -2.862 0.23
H 1.905 0.953 -2.810 0.32
H -0.894 3.409 -2.460 0.48
H -1.005 3.356 -0.698 0.28
H -1.506 1.957 -1.659 0.23
H 1.072 2.103 0.550 1.06
```

Expectation value of S² = 6.04
2S+1 = 5
HOMO-LUMO gap (spin up / spin down) = 0.1934 / 0.2489 Ha
Highest occupied orbital energy (spin up / spin down) = -0.08953 / -0.14569 Ha
Total charge = -1
ΔE to the lowest compared entry with this formula, charge and spin = 0.0 kJ/mol

Record 6
The following is a DFT calculation (wB97M-V/def2-TZVPD) of a structure of composition C21H22MnN5O2S2.

```
53
Properties=species:S:1:pos:R:3:mulliken_charge:R:1
Mn -2.460 -0.170 2.270 0.27
C 4.035 -5.087 -3.148 -0.89
S 4.296 -4.572 -4.891 -0.05
C 3.910 -2.768 -4.879 0.35
S 4.372 -1.941 -3.349 -0.11
N 3.634 -2.344 -6.037 -0.49
N 3.343 -0.933 -6.205 -0.24
C 2.426 -0.490 -5.565 -0.28
C 2.333 1.050 -5.433 0.54
C 3.090 1.983 -6.213 -0.48
C 3.014 3.268 -5.621 -0.15
C 2.232 3.682 -4.577 -0.63
C 1.700 2.624 -3.848 -0.16
N 1.739 1.374 -4.278 -0.47
H 3.117 -4.516 -2.885 0.27
H 4.847 -4.735 -2.451 0.33
H 3.737 -6.112 -2.972 0.35
H 1.720 -1.052 -5.000 0.48
H 3.725 1.866 -7.107 0.38
H 3.782 3.891 -6.036 0.35
H 2.306 4.699 -4.278 0.38
H 1.056 2.722 -2.980 0.43
O -4.546 3.009 3.621 -0.60
C -3.361 2.970 3.452 -0.14
N -2.687 1.753 3.445 -0.52
C -1.373 1.946 3.387 1.17
O -0.560 0.981 3.378 -0.74
C -1.073 3.410 3.150 0.35
C 0.012 3.738 2.348 -0.90
C -0.128 4.919 1.660 -0.26
C -1.211 5.748 1.860 -0.68
C -2.341 5.170 2.438 -0.23
C -2.300 4.027 3.140 0.44
H 0.857 3.140 2.200 0.51
H 0.631 5.132 0.972 0.43
H -1.325 6.788 1.485 0.34
H -3.280 5.724 2.453 0.35
H 3.528 -2.611 -2.709 0.10
C -2.917 -2.173 5.106 -1.60
C -2.986 -3.081 3.859 2.04
C -1.634 -3.738 3.764 -1.95
C -4.097 -4.169 3.775 -1.36
C -2.937 -2.153 2.593 0.25
N -2.676 -2.029 1.411 -0.72
H -2.902 -2.849 6.003 0.43
H -3.723 -1.473 5.180 0.38
H -2.027 -1.590 4.982 0.36
H -1.527 -4.644 4.416 0.39
H -0.874 -3.104 3.987 0.53
H -1.413 -4.075 2.730 0.44
H -4.486 -4.267 4.819 0.35
H -3.639 -5.097 3.399 0.35
H -4.960 -3.838 3.180 0.32
```

Expectation value of S² = 6.32
2S+1 = 5
HOMO-LUMO gap (spin up / spin down) = 0.3109 / 0.2625 Ha
Highest occupied orbital energy (spin up / spin down) = -0.32135 / -0.28229 Ha
Total charge = 0
ΔE to the lowest compared entry with this formula, charge and spin = 303.7 kJ/mol

Listing maximum force for the structures above in their given order: 0.3495 0.0621 0.0411 0.0403 0.0052 0.1261 hartree/bohr.